Below is C27H25N5 in the gas phase at a distorted geometry, with properties calculated with wB97M-V/def2-TZVPD.

lowest unoccupied orbital energy: 0.63 eV
spin multiplicity: 1
gap between HOMO and LUMO: 8.220 eV
structure (SMILES): Cc1ccccc1[C@H]1c2[nH]c3ccccc3c2CCN1Cc1cccn1-c1ncccn1

Each line ends with the Löwdin charge.
Geometry (Å):
1 C -1.652 1.605 -2.611  -0.035
2 C -1.691 0.350 -1.787  -0.228
3 C -2.666 -0.605 -2.052  -0.047
4 C -2.764 -1.764 -1.307  -0.081
5 C -1.885 -1.982 -0.260  -0.083
6 C -0.903 -1.050 0.006  -0.035
7 C -0.777 0.102 -0.763  -0.143
8 C 0.320 1.072 -0.365  -0.180
9 C -0.106 1.676 0.935  -0.150
10 N -1.291 2.345 1.115  0.157
11 C -1.395 2.703 2.431  -0.196
12 C -2.398 3.391 3.099  -0.027
13 C -2.224 3.627 4.447  -0.106
14 C -1.078 3.193 5.118  -0.108
15 C -0.078 2.510 4.462  -0.030
16 C -0.227 2.255 3.100  -0.114
17 C 0.568 1.598 2.116  -0.123
18 C 1.897 0.931 2.182  -0.108
19 C 2.487 0.954 0.773  -0.179
20 N 1.583 0.353 -0.194  -0.118
21 C 2.271 0.149 -1.462  -0.135
22 C 1.463 -0.571 -2.484  -0.210
23 C 1.062 -0.114 -3.707  -0.058
24 C 0.304 -1.136 -4.332  -0.065
25 C 0.269 -2.186 -3.473  -0.062
26 N 0.992 -1.862 -2.349  0.039
27 C 1.192 -2.736 -1.307  -0.328
28 N 2.089 -2.424 -0.379  0.159
29 C 2.230 -3.266 0.625  -0.114
30 C 1.498 -4.440 0.723  -0.043
31 C 0.632 -4.697 -0.332  -0.125
32 N 0.478 -3.862 -1.340  0.149
33 H -1.691 2.498 -1.987  0.073
34 H -0.736 1.643 -3.198  0.063
35 H -2.496 1.631 -3.297  0.080
36 H -3.365 -0.430 -2.858  0.108
37 H -3.530 -2.490 -1.535  0.101
38 H -1.965 -2.874 0.343  0.101
39 H -0.204 -1.199 0.815  0.118
40 H 0.426 1.868 -1.125  0.154
41 H -2.003 2.469 0.416  0.155
42 H -3.284 3.727 2.581  0.106
43 H -2.986 4.158 4.997  0.096
44 H -0.981 3.401 6.174  0.095
45 H 0.805 2.177 4.987  0.107
46 H 2.566 1.444 2.876  0.118
47 H 1.789 -0.105 2.517  0.115
48 H 3.413 0.376 0.754  0.119
49 H 2.729 1.999 0.503  0.134
50 H 2.577 1.115 -1.909  0.134
51 H 3.172 -0.431 -1.244  0.114
52 H 1.298 0.844 -4.128  0.107
53 H -0.154 -1.084 -5.300  0.097
54 H -0.194 -3.148 -3.550  0.112
55 H 2.965 -2.985 1.370  0.112
56 H 1.607 -5.118 1.552  0.097
57 H 0.039 -5.602 -0.380  0.111

Below is a molecular structure, C41H61N2O3P2RhS2Si at a distorted geometry, with properties calculated with wB97M-V/def2-TZVPD.

lowest unoccupied orbital energy (alpha / beta): -0.18 / -0.18 eV
spin multiplicity: 1
gap between HOMO and LUMO (alpha / beta): 7.382 / 7.381 eV

Each line ends with the Löwdin charge.
Geometry (Å):
1 Rh 1.291 0.255 0.105  0.321
2 C 1.684 0.876 4.236  -0.162
3 Si 1.158 0.049 2.559  0.703
4 C 1.349 -1.826 2.893  -0.276
5 C 1.708 -2.277 4.162  -0.095
6 C 1.925 -3.613 4.429  -0.075
7 C 1.806 -4.540 3.407  -0.067
8 C 1.480 -4.116 2.132  -0.094
9 C 1.265 -2.770 1.852  -0.349
10 P 0.698 -2.134 0.242  1.089
11 C -1.141 -2.429 0.604  -0.402
12 C -2.090 -1.633 -0.283  -0.209
13 C -3.517 -1.738 0.252  -0.192
14 C -3.950 -3.200 0.293  -0.202
15 C -2.993 -4.003 1.169  -0.193
16 C -1.558 -3.895 0.652  -0.194
17 C 1.289 -3.165 -1.216  -0.402
18 C 0.284 -3.150 -2.366  -0.201
19 C 0.986 -3.468 -3.697  -0.175
20 C 2.327 -4.169 -3.476  -0.205
21 C 2.176 -5.219 -2.383  -0.179
22 C 1.800 -4.592 -1.025  -0.189
23 C -0.752 0.510 2.517  -0.296
24 C -1.559 -0.039 3.503  -0.112
25 C -2.879 0.351 3.668  -0.077
26 C -3.417 1.309 2.822  -0.079
27 C -2.646 1.839 1.804  -0.110
28 C -1.320 1.444 1.632  -0.361
29 P -0.267 2.097 0.280  1.063
30 C 0.145 3.857 0.787  -0.392
31 C 1.218 3.865 1.893  -0.217
32 C 0.618 4.225 3.246  -0.207
33 C 0.072 5.656 3.237  -0.189
34 C -0.502 6.002 1.862  -0.186
35 C -1.038 4.737 1.197  -0.203
36 C -1.231 2.071 -1.362  -0.397
37 C -0.512 2.929 -2.412  -0.214
38 C -1.066 4.345 -2.535  -0.192
39 C -2.571 4.315 -2.785  -0.195
40 C -3.271 3.596 -1.637  -0.198
41 C -2.751 2.170 -1.513  -0.192
42 H 1.015 0.570 5.035  0.033
43 H 2.699 0.590 4.492  0.034
44 H 1.651 1.956 4.176  -0.009
45 H 1.812 -1.566 4.963  0.084
46 H 2.173 -3.935 5.429  0.103
47 H 1.954 -5.591 3.600  0.105
48 H 1.400 -4.861 1.363  0.074
49 H -1.239 -2.018 1.619  0.099
50 H -1.774 -0.586 -0.294  0.072
51 H -2.071 -2.009 -1.306  0.105
52 H -3.557 -1.316 1.259  0.103
53 H -4.197 -1.160 -0.380  0.109
54 H -4.966 -3.280 0.684  0.108
55 H -3.946 -3.606 -0.722  0.114
56 H -3.037 -3.622 2.193  0.117
57 H -3.298 -5.051 1.186  0.109
58 H -0.895 -4.450 1.317  0.097
59 H -1.508 -4.334 -0.346  0.104
60 H 2.151 -2.549 -1.498  0.076
61 H -0.490 -3.897 -2.180  0.106
62 H -0.197 -2.175 -2.426  0.068
63 H 0.342 -4.117 -4.294  0.111
64 H 1.140 -2.555 -4.274  0.085
65 H 2.642 -4.648 -4.405  0.110
66 H 3.096 -3.449 -3.194  0.111
67 H 1.397 -5.916 -2.697  0.112
68 H 3.102 -5.786 -2.281  0.109
69 H 1.030 -5.215 -0.565  0.099
70 H 2.676 -4.560 -0.378  0.114
71 H -1.137 -0.784 4.165  0.103
72 H -3.482 -0.080 4.455  0.105
73 H -4.438 1.639 2.953  0.105
74 H -3.084 2.570 1.142  0.089
75 H 0.610 4.266 -0.118  0.105
76 H 1.714 2.892 1.939  0.030
77 H 1.990 4.596 1.646  0.125
78 H -0.177 3.516 3.485  0.107
79 H 1.378 4.139 4.023  0.107
80 H -0.703 5.751 3.999  0.109
81 H 0.862 6.362 3.491  0.109
82 H -1.297 6.742 1.959  0.111
83 H 0.273 6.431 1.224  0.116
84 H -1.680 4.208 1.902  0.101
85 H -1.634 5.003 0.325  0.083
86 H -0.983 1.027 -1.608  0.047
87 H 0.560 2.952 -2.184  0.103
88 H -0.624 2.447 -3.388  0.105
89 H -0.870 4.905 -1.623  0.087
90 H -0.557 4.859 -3.355  0.116
91 H -2.953 5.334 -2.878  0.110
92 H -2.779 3.793 -3.722  0.115
93 H -3.089 4.141 -0.711  0.086
94 H -4.349 3.579 -1.807  0.114
95 H -3.244 1.637 -0.702  0.086
96 H -3.008 1.645 -2.438  0.123
97 O 5.045 -0.207 -1.121  -0.403
98 S 4.220 -0.161 0.069  0.079
99 O 3.187 -1.214 0.044  -0.482
100 O 4.909 -0.060 1.325  -0.372
101 S 3.259 1.685 -0.115  0.379
102 C 3.842 0.132 -4.919  -0.004
103 N 2.635 0.108 -4.146  -0.112
104 C 1.361 0.101 -4.631  -0.074
105 C 0.541 0.044 -3.542  -0.181
106 N 1.293 0.019 -2.408  0.036
107 C 2.547 0.050 -2.808  -0.182
108 H 3.846 0.979 -5.605  0.095
109 H 3.931 -0.790 -5.496  0.095
110 H 4.689 0.208 -4.242  0.101
111 H 1.152 0.124 -5.683  0.120
112 H -0.531 0.010 -3.526  0.106
113 H 3.419 0.008 -2.184  0.041

Below is 2 unconnected molecules or ions with the total composition C4H9N2O2 at a distorted geometry, with properties calculated with wB97M-V/def2-TZVPD.

lowest unoccupied orbital energy: -5.12 eV
spin multiplicity: 1
gap between HOMO and LUMO: 9.641 eV
net charge: +1

Each line ends with the Löwdin charge.
Geometry (Å):
1 C -1.322 -0.500 0.122  0.006
2 C -0.652 -1.505 0.173  0.009
3 C 0.354 -2.550 0.329  -0.030
4 C 1.337 0.766 -0.045  -0.076
5 N -2.365 0.329 -0.024  -0.329
6 N 0.609 2.023 -0.278  0.098
7 O -2.000 1.524 -0.175  0.043
8 O -3.514 -0.061 0.060  0.205
9 H -0.523 1.845 -0.240  0.126
10 H 0.505 -2.762 -0.680  0.075
11 H 0.025 -3.509 0.939  0.161
12 H 1.165 -2.102 0.844  0.073
13 H 0.971 0.004 -0.866  0.132
14 H 2.413 0.918 -0.231  0.112
15 H 1.091 0.388 0.899  0.068
16 H 0.948 2.356 -1.145  0.130
17 H 0.958 2.836 0.315  0.196

Below is a molecular structure, C3H9NO2 at a distorted geometry, with properties calculated with wB97M-V/def2-TZVPD.

<S²>: 1.772
lowest unoccupied orbital energy (alpha / beta): -7.40 / -9.04 eV
spin multiplicity: 2
gap between HOMO and LUMO (alpha / beta): 6.905 / 7.007 eV
net charge: +1

Each line ends with the Mulliken spin population.
Geometry (Å):
1 C -0.927 0.017 1.301  0.007
2 C -1.644 1.226 1.707  0.837
3 C -0.566 0.090 -0.155  0.111
4 N -1.954 -0.618 0.086  0.889
5 H -0.476 -0.762 1.941  0.062
6 H -1.176 2.085 2.214  0.021
7 H -2.695 1.256 1.781  0.035
8 H -0.635 1.072 -0.525  0.008
9 H 0.108 -0.585 -0.680  0.017
10 H 3.133 -1.251 0.127  0.017
11 H -2.657 0.001 0.437  0.019
12 O 2.354 -1.187 -0.428  -0.519
13 H 1.867 0.317 -2.846  0.015
14 H 2.228 -0.364 -1.241  0.050
15 O 1.746 0.507 -1.937  -0.570